78
Properties=species:S:1:pos:R:3:forces:R:3 method="wB97M-V/def2-TZVPD" energy_ev=-37946.129 homo_energy_ha=-0.3495 homo_lumo_gap_ev=10.1
C 8.52724 2.19992 -11.38650 0.397 1.022 -0.478
C 7.87363 0.83488 -11.30091 -0.183 -0.004 0.947
C 8.52365 0.24516 -10.03082 0.307 0.505 -0.481
O 9.64348 1.06193 -9.78041 1.469 0.328 0.267
C 9.92395 1.89992 -10.92013 -0.089 -0.621 1.228
H 8.15602 2.94363 -10.68139 -0.451 -0.205 0.112
H 8.53202 2.69444 -12.35786 -0.258 -0.293 -0.235
H 8.15212 0.28229 -12.19823 -0.514 -0.240 0.044
H 6.81907 0.85445 -11.02592 -0.241 0.054 -1.056
H 8.84713 -0.78769 -10.15996 -0.184 -0.163 0.073
H 7.87622 0.36600 -9.16230 -0.145 -0.314 0.015
H 10.55823 1.36016 -11.62329 -0.069 -0.092 -0.361
H 10.47251 2.76529 -10.54824 -0.065 -0.077 -0.053
C 11.05100 -3.93101 -12.00053 2.026 -0.700 -1.037
C 9.98506 -3.11826 -11.37870 -2.131 0.200 0.801
C 8.95692 -4.17391 -10.90094 1.282 -0.854 0.476
O 9.67679 -5.44387 -11.01708 -2.307 0.284 2.651
C 10.52750 -5.37419 -12.07322 -0.189 0.538 -0.937
H 11.90672 -3.84475 -11.33091 0.316 -0.494 -0.211
H 11.37932 -3.61109 -12.98944 -0.038 0.285 0.024
H 9.48249 -2.42759 -12.05583 0.205 0.178 0.030
H 10.28762 -2.60959 -10.46338 0.372 0.361 -0.408
H 8.02686 -4.10461 -11.46510 -0.046 -0.527 -0.185
H 8.76286 -4.10592 -9.83052 -0.331 0.169 -0.150
H 9.85588 -5.56064 -12.91123 0.581 0.264 -1.132
H 11.23621 -6.20046 -12.01748 0.276 0.298 0.051
C 11.46047 5.14382 -10.76720 -2.463 2.673 -1.473
C 12.43316 4.87880 -9.75873 1.678 -1.709 1.824
C 13.61677 5.71142 -10.16092 0.584 0.432 0.372
O 13.11638 6.85205 -10.85574 0.482 0.165 0.594
C 11.75096 6.68994 -11.04171 -1.037 -1.884 -1.169
H 10.42706 5.07208 -10.42806 -0.078 -0.315 -0.120
H 11.57153 4.62496 -11.71933 0.184 -0.255 0.171
H 12.68627 3.82600 -9.63363 0.203 -0.155 -0.180
H 12.13488 5.17508 -8.75307 -0.387 0.272 -0.093
H 14.30901 5.24421 -10.86137 0.232 -0.347 0.403
H 14.05339 6.00788 -9.20721 0.869 0.256 -0.385
H 11.53960 6.77710 -12.10746 -0.258 0.865 0.002
H 11.14580 7.35507 -10.42569 -0.001 0.061 0.030
C 5.18344 1.60635 -5.34078 -1.775 -0.926 0.531
C 6.15238 0.64898 -4.62222 1.150 0.702 -1.512
C 7.20735 0.43576 -5.79248 -0.670 1.623 1.039
O 7.08560 1.66306 -6.58788 0.199 -1.299 -0.128
C 5.68722 1.87581 -6.74236 0.906 1.056 0.764
H 5.10441 2.51452 -4.74322 -0.145 0.095 -0.343
H 4.19789 1.14675 -5.41532 -0.264 0.160 0.273
H 5.70747 -0.24594 -4.18714 0.071 0.011 -0.281
H 6.65095 1.22788 -3.84479 0.020 -0.306 0.155
H 6.95787 -0.45133 -6.37466 0.307 -0.035 -0.157
H 8.21526 0.48551 -5.38049 0.018 -0.562 -0.410
H 5.27468 1.33261 -7.59256 -0.164 -0.635 0.273
H 5.49926 2.92813 -6.95538 0.343 0.103 -0.254
C 13.25808 0.60430 -12.32787 1.125 -2.434 2.470
C 13.23185 1.66844 -13.34948 -0.037 -0.455 -0.858
C 13.21507 0.78869 -14.63943 -0.282 -0.384 0.534
O 12.35514 -0.35830 -14.26402 0.580 1.426 -1.222
C 12.68832 -0.69658 -12.93344 -0.753 -0.029 -0.110
H 12.92746 0.85597 -11.32018 -0.876 0.199 -0.212
H 14.25436 0.25849 -12.05228 0.659 0.610 -0.397
H 14.09500 2.31683 -13.19890 -0.100 0.138 -0.493
H 12.30606 2.22202 -13.19276 -0.002 0.257 -0.598
H 14.18719 0.39597 -14.93751 0.483 -0.104 0.700
H 12.94146 1.28218 -15.57201 -1.078 -0.087 0.275
H 13.38142 -1.53690 -12.89367 0.745 0.189 -0.253
H 11.81899 -1.17869 -12.48630 -0.491 0.718 0.226
C 4.08319 -1.82011 -14.31752 0.029 0.069 1.154
C 4.92386 -1.12287 -13.17029 0.016 1.258 -0.191
C 3.86723 -0.34689 -12.31915 -0.577 -0.529 -0.172
O 2.75397 -0.15042 -13.15898 -0.291 -1.672 -1.822
C 2.63817 -1.43928 -13.94204 0.552 1.756 0.666
H 4.28165 -2.89072 -14.36757 -0.300 -0.110 0.370
H 4.24397 -1.50044 -15.34711 0.539 0.586 0.308
H 5.62889 -0.39880 -13.57865 -0.162 0.159 -0.341
H 5.58401 -1.70725 -12.52935 -0.435 -0.710 -0.149
H 4.08285 0.63531 -11.89856 0.711 -0.007 -0.312
H 3.49403 -0.92745 -11.47549 0.371 -0.512 0.321
H 2.07931 -1.19484 -14.84539 -0.342 -0.149 0.366
H 2.14228 -2.15512 -13.28647 -0.078 -0.132 -0.177